Run one
C3H11N3 in the gas phase, computed with ωB97M-V with the def2-TZVPD basis set.

Structure (ORCA input):
```
! RIJCOSX wB97M-V def2-TZVPD def2/J DEFGRID3
* xyz 0 1
N -0.673 1.687 1.055
C 0.624 1.185 0.482
C 0.470 -0.298 0.159
N -0.323 -1.046 1.122
C -0.199 -0.510 -1.239
N -0.281 -1.911 -1.744
H -1.384 1.947 0.309
H -0.677 2.567 1.606
H 1.050 1.778 -0.318
H 1.369 1.270 1.263
H 1.470 -0.669 0.145
H 0.205 -1.129 1.948
H -1.039 -0.343 1.357
H -1.181 -0.072 -1.270
H 0.305 0.141 -2.009
H 0.643 -2.261 -2.088
H -0.378 -2.337 -0.779
*
```

Properties
- gap between HOMO and LUMO (eV) = 10.1278
- HOMO energy (eV) = -9.2
- LUMO level (hartree) = 0.035

Need the Mulliken charges? In units of e they are: atom 1 (N): -0.644, atom 2 (C): -0.782, atom 3 (C): 0.309, atom 4 (N): -0.743, atom 5 (C): -0.934, atom 6 (N): -0.672, atom 7 (H): 0.185, atom 8 (H): 0.241, atom 9 (H): 0.354, atom 10 (H): 0.416, atom 11 (H): 0.363, atom 12 (H): 0.236, atom 13 (H): 0.361, atom 14 (H): 0.336, atom 15 (H): 0.372, atom 16 (H): 0.266, atom 17 (H): 0.336

***

Run two
2 unconnected molecules or ions with the total composition C3H11N3, computed with ωB97M-V with the def2-TZVPD basis set.

Structure (ORCA input):
```
! RIJCOSX wB97M-V def2-TZVPD def2/J DEFGRID3
* xyz 0 1
H 0.221 -3.371 2.568
N 0.243 -2.879 1.674
C 1.125 -3.459 0.987
N 2.209 -2.908 0.397
H 1.088 -4.582 1.155
H 3.204 -3.211 0.439
H 1.987 -2.135 -0.074
C -1.026 1.976 -1.850
N -1.025 2.978 -0.851
C -0.927 2.436 0.482
H -1.110 2.450 -2.815
H -0.069 1.546 -1.995
H -1.557 1.080 -1.799
H -1.915 3.427 -0.844
H -1.249 1.384 0.484
H -1.325 3.002 1.290
H 0.126 2.266 0.751
*
```

Properties
- gap between HOMO and LUMO (eV) = 9.5329
- HOMO energy (eV) = -8.7
- LUMO level (hartree) = 0.031

Need the Mulliken charges? In units of e they are: atom 1 (H): 0.248, atom 2 (N): -0.629, atom 3 (C): 0.077, atom 4 (N): -0.402, atom 5 (H): 0.264, atom 6 (H): 0.213, atom 7 (H): 0.232, atom 8 (C): -1.094, atom 9 (N): -0.354, atom 10 (C): -0.804, atom 11 (H): 0.370, atom 12 (H): 0.386, atom 13 (H): 0.399, atom 14 (H): 0.245, atom 15 (H): 0.262, atom 16 (H): 0.328, atom 17 (H): 0.260

***

Most stable of them? run one.

***

Run one
2 unconnected molecules or ions with the total composition C3H11N3, computed with ωB97M-V with the def2-TZVPD basis set.

Structure (ORCA input):
```
! RIJCOSX wB97M-V def2-TZVPD def2/J DEFGRID3
* xyz 0 1
H 4.036 -0.491 0.121
N 3.865 -1.461 -0.147
C 4.474 -1.954 -1.134
N 4.218 -3.227 -1.552
H 5.216 -1.412 -1.722
H 4.907 -3.688 -2.128
H 3.486 -3.754 -1.135
C -2.861 2.637 1.409
N -2.710 1.813 0.196
C -3.411 0.546 0.264
H -3.616 2.318 2.116
H -1.901 2.672 1.928
H -3.247 3.621 1.102
H -1.773 1.886 -0.143
H -3.279 -0.081 1.151
H -2.926 -0.133 -0.452
H -4.477 0.709 0.126
*
```

Properties
- gap between HOMO and LUMO (eV) = 9.4044
- HOMO energy (eV) = -8.3
- LUMO level (hartree) = 0.039

Need the Mulliken charges? In units of e they are: atom 1 (H): 0.228, atom 2 (N): -0.664, atom 3 (C): 0.123, atom 4 (N): -0.427, atom 5 (H): 0.303, atom 6 (H): 0.199, atom 7 (H): 0.238, atom 8 (C): -0.837, atom 9 (N): -0.303, atom 10 (C): -0.844, atom 11 (H): 0.309, atom 12 (H): 0.277, atom 13 (H): 0.257, atom 14 (H): 0.248, atom 15 (H): 0.312, atom 16 (H): 0.325, atom 17 (H): 0.256

***

Run two
A molecular structure, C3H11N3, computed with ωB97M-V with the def2-TZVPD basis set.

Structure (ORCA input):
```
! RIJCOSX wB97M-V def2-TZVPD def2/J DEFGRID3
* xyz 0 1
C -0.830 1.633 -0.727
N -0.881 0.212 -1.125
C -0.408 -0.971 0.226
C -0.746 -0.587 1.485
H -1.840 -0.098 -1.274
H -0.775 -1.930 -0.127
H -0.907 2.265 -1.612
H 0.135 1.803 -0.247
H -1.635 1.846 -0.025
H -0.517 0.397 1.869
H -1.240 -1.289 2.142
N 1.237 -1.028 -0.343
N 2.000 -0.022 0.308
H 1.788 -0.029 1.314
H 1.611 -1.970 -0.471
H 0.013 -0.025 -1.606
H 2.996 -0.209 0.214
*
```

Properties
- gap between HOMO and LUMO (eV) = 7.6890
- HOMO energy (eV) = -6.6
- LUMO level (hartree) = 0.039

Need the Mulliken charges? In units of e they are: atom 1 (C): -0.923, atom 2 (N): -0.408, atom 3 (C): -0.045, atom 4 (C): -0.965, atom 5 (H): 0.367, atom 6 (H): 0.358, atom 7 (H): 0.309, atom 8 (H): 0.320, atom 9 (H): 0.374, atom 10 (H): 0.254, atom 11 (H): 0.254, atom 12 (N): -0.446, atom 13 (N): -0.494, atom 14 (H): 0.186, atom 15 (H): 0.209, atom 16 (H): 0.390, atom 17 (H): 0.259

***

Most stable of them? run one.

***

Run one
C8H14 in the gas phase, computed with ωB97M-V with the def2-TZVPD basis set.

Structure (ORCA input):
```
! RIJCOSX wB97M-V def2-TZVPD def2/J DEFGRID3
* xyz 0 1
C 1.187 -1.522 0.512
C 0.375 -0.472 0.464
C -0.441 -0.062 1.666
C -0.093 1.316 2.227
C 0.243 0.326 -0.788
C 1.070 1.581 -0.933
C -0.596 -0.055 -1.748
C -1.473 -1.280 -1.718
H 1.293 -2.125 1.406
H 1.771 -1.827 -0.349
H -0.317 -0.820 2.443
H -1.501 -0.067 1.390
H -0.532 1.453 3.215
H 0.986 1.440 2.338
H -0.444 2.113 1.572
H 1.130 1.881 -1.979
H 2.086 1.425 -0.566
H 0.642 2.417 -0.374
H -0.654 0.550 -2.648
H -2.260 -1.206 -2.467
H -0.883 -2.170 -1.944
H -1.928 -1.425 -0.737
*
```

Properties
- gap between HOMO and LUMO (eV) = 10.0337
- HOMO energy (eV) = -9.0
- LUMO level (hartree) = 0.039

Need the Mulliken charges? In units of e they are: atom 1 (C): -1.010, atom 2 (C): 0.318, atom 3 (C): -0.361, atom 4 (C): -1.214, atom 5 (C): 0.693, atom 6 (C): -1.491, atom 7 (C): -0.365, atom 8 (C): -1.135, atom 9 (H): 0.303, atom 10 (H): 0.315, atom 11 (H): 0.442, atom 12 (H): 0.238, atom 13 (H): 0.400, atom 14 (H): 0.302, atom 15 (H): 0.267, atom 16 (H): 0.451, atom 17 (H): 0.322, atom 18 (H): 0.255, atom 19 (H): 0.375, atom 20 (H): 0.368, atom 21 (H): 0.259, atom 22 (H): 0.269

***

Run two
C8H14 in the gas phase, computed with ωB97M-V with the def2-TZVPD basis set.

Structure (ORCA input):
```
! RIJCOSX wB97M-V def2-TZVPD def2/J DEFGRID3
* xyz 0 1
C -2.067 2.323 0.181
C -0.933 1.722 -0.143
C -0.779 0.739 -1.206
C 0.169 -0.204 -1.230
C 0.129 -1.217 -2.387
C 1.210 -0.429 -0.192
C 0.751 -1.144 1.079
C 0.796 -0.416 2.423
H -2.940 2.328 -0.459
H -2.308 2.870 1.096
H -0.062 1.781 0.523
H -1.417 0.796 -2.074
H 0.287 -2.198 -1.924
H 0.876 -0.926 -3.124
H -0.925 -1.365 -2.616
H 2.038 -1.003 -0.615
H 1.682 0.545 0.014
H 1.393 -2.026 1.229
H -0.266 -1.530 0.969
H 1.372 0.506 2.537
H -0.199 -0.063 2.736
H 1.195 -1.088 3.183
*
```

Properties
- gap between HOMO and LUMO (eV) = 9.4504
- HOMO energy (eV) = -8.4
- LUMO level (hartree) = 0.040

Need the Mulliken charges? In units of e they are: atom 1 (C): -0.845, atom 2 (C): -0.209, atom 3 (C): -0.312, atom 4 (C): 0.643, atom 5 (C): -1.475, atom 6 (C): -1.162, atom 7 (C): -0.267, atom 8 (C): -1.216, atom 9 (H): 0.253, atom 10 (H): 0.258, atom 11 (H): 0.244, atom 12 (H): 0.395, atom 13 (H): 0.363, atom 14 (H): 0.305, atom 15 (H): 0.432, atom 16 (H): 0.380, atom 17 (H): 0.518, atom 18 (H): 0.367, atom 19 (H): 0.375, atom 20 (H): 0.331, atom 21 (H): 0.294, atom 22 (H): 0.326

***

Run three
2 unconnected molecules or ions with the total composition C8H14, computed with ωB97M-V with the def2-TZVPD basis set.

Structure (ORCA input):
```
! RIJCOSX wB97M-V def2-TZVPD def2/J DEFGRID3
* xyz 0 1
C -1.446 -0.058 -0.192
C -2.624 0.473 -0.434
C 1.321 -0.764 -0.168
C 1.818 0.404 -0.044
C -3.986 0.114 0.222
C 1.161 -2.187 -0.064
C 3.358 0.551 -0.105
C 0.840 1.598 0.033
H -1.120 -0.791 0.570
H -2.674 1.480 -0.829
H -4.154 0.791 0.922
H -3.856 -0.929 0.600
H -4.857 -0.096 -0.416
H 1.827 -2.764 -0.926
H 0.066 -2.272 -0.290
H 1.284 -2.683 0.950
H 3.879 0.814 0.873
H 3.486 1.193 -0.991
H 3.881 -0.425 -0.206
H 1.305 2.595 -0.128
H 0.489 1.770 1.086
H 0.000 1.184 -0.461
*
```

Properties
- gap between HOMO and LUMO (spin up / spin down) (eV) = 6.9397 / 9.2695
- HOMO energy (spin up / spin down) (eV) = -6.9 / -8.3
- LUMO level (spin up / spin down) (hartree) = 0.002 / 0.036

Need the Mulliken charges? In units of e they are: atom 1 (C): -0.516, atom 2 (C): -0.161, atom 3 (C): -0.164, atom 4 (C): 0.960, atom 5 (C): -1.088, atom 6 (C): -1.036, atom 7 (C): -1.113, atom 8 (C): -1.084, atom 9 (H): 0.384, atom 10 (H): 0.310, atom 11 (H): 0.296, atom 12 (H): 0.304, atom 13 (H): 0.318, atom 14 (H): 0.275, atom 15 (H): 0.304, atom 16 (H): 0.260, atom 17 (H): 0.266, atom 18 (H): 0.285, atom 19 (H): 0.313, atom 20 (H): 0.339, atom 21 (H): 0.276, atom 22 (H): 0.271

***

Run four
C8H14 in the gas phase, computed with ωB97M-V with the def2-TZVPD basis set.

Structure (ORCA input):
```
! RIJCOSX wB97M-V def2-TZVPD def2/J DEFGRID3
* xyz 0 1
C 1.987 -0.606 0.539
C 0.691 -0.310 0.584
C -0.334 -0.790 -0.342
C -0.164 -1.446 -1.501
C -1.266 -2.253 -2.112
C 0.206 0.664 1.700
C 0.138 2.116 1.143
C -0.882 2.297 0.073
H 2.444 -1.407 -0.062
H 2.603 -0.270 1.356
H -1.308 -0.607 0.120
H 0.850 -1.318 -1.883
H -0.649 -3.019 -2.639
H -1.912 -2.568 -1.296
H -1.956 -1.722 -2.769
H 0.861 0.501 2.544
H -0.848 0.387 2.099
H 1.110 2.325 0.682
H 0.148 2.697 2.069
H -0.833 1.540 -0.691
H -1.891 2.055 0.498
H -1.056 3.291 -0.396
*
```

Properties
- gap between HOMO and LUMO (eV) = 9.2639
- HOMO energy (eV) = -8.3
- LUMO level (hartree) = 0.034

Need the Mulliken charges? In units of e they are: atom 1 (C): -1.173, atom 2 (C): 0.955, atom 3 (C): -0.657, atom 4 (C): -0.019, atom 5 (C): -1.106, atom 6 (C): -1.110, atom 7 (C): -0.229, atom 8 (C): -1.122, atom 9 (H): 0.298, atom 10 (H): 0.307, atom 11 (H): 0.259, atom 12 (H): 0.380, atom 13 (H): 0.299, atom 14 (H): 0.307, atom 15 (H): 0.274, atom 16 (H): 0.482, atom 17 (H): 0.332, atom 18 (H): 0.264, atom 19 (H): 0.311, atom 20 (H): 0.349, atom 21 (H): 0.268, atom 22 (H): 0.331

***

Most stable of them? run one.